1.
{"formula": "C5H5OYb", "method": "the ωB97M-V functional and the def2-TZVPD basis", "symbols": ["C", "C", "C", "O", "Yb", "H", "H", "H", "C", "C", "H", "H"], "positions_angstrom": [[-1.47639, 2.63454, 1.42118], [-0.61011, 2.37778, 0.37941], [-2.16531, 1.29520, 0.45577], [-1.74546, 0.14785, 0.26322], [-0.05920, -1.21091, -0.50424], [-1.99209, 3.60678, 1.43843], [-0.96464, 2.27492, 2.33933], [-3.21003, 1.51537, 0.18263], [2.05233, -2.50856, -1.18590], [3.08426, -3.16560, -1.54545], [4.08345, -2.70822, -1.58694], [3.00318, -4.25914, -1.65743]], "mulliken_charge": [-0.1977, -0.0354, 0.2112, -0.3535, 1.9657, 0.4034, 0.3134, 0.4414, -0.2377, -0.1770, 0.3386, 0.3275], "largest_force_ev_per_a": 3.58, "homo_lumo_gap_ev": [6.86, 5.13], "spin_multiplicity": 3, "de_lowest_kj_mol": 585.7, "lumo_ev": [-14.27, -17.93], "charge": 3, "energy_ha": -1425.83440}


2.
{"formula": "C5H5PS", "method": "the ωB97M-V functional and the def2-TZVPD basis", "symbols": ["C", "C", "C", "C", "C", "P", "S", "H", "H", "H", "H", "H"], "positions_angstrom": [[-1.29380, -0.06587, 0.20118], [-1.81567, -1.36817, 0.27279], [0.59074, -1.90401, -0.38187], [0.03329, 0.22228, 0.03538], [1.71028, 2.37130, -0.02331], [0.88188, 1.26087, -1.04052], [-0.82631, -2.64326, -0.08245], [-2.08732, 0.60798, 0.61812], [-2.84290, -1.67829, 0.29123], [1.55351, -2.32824, -0.57875], [2.25830, 3.25294, -0.37283], [1.83802, 2.27248, 1.06102]], "mulliken_charge": [-0.3113, -0.3577, -0.4352, 0.1606, -0.5135, -0.0181, -0.0349, 0.2615, 0.3829, 0.3601, 0.2676, 0.2380], "largest_force_ev_per_a": 4.87, "homo_lumo_gap_ev": 7.36, "de_lowest_kj_mol": 430.9, "lumo_ev": -0.35, "charge": 0, "energy_ha": -932.83342}


3.
{"formula": "C5H6", "method": "the ωB97M-V functional and the def2-TZVPD basis", "symbols": ["C", "C", "C", "C", "C", "H", "H", "H", "H", "H", "H"], "positions_angstrom": [[-0.79842, 0.79612, 0.74400], [-0.93455, 0.94088, -0.57521], [0.39390, -1.28386, -0.13714], [0.50641, 0.00653, 0.73606], [0.59817, 0.02607, -0.75408], [-1.61815, 1.14339, 1.28720], [-1.40132, 1.62449, -1.17783], [1.21275, -1.84094, 0.05802], [-0.51391, -1.81364, -0.13287], [1.24598, 0.10315, 1.38346], [1.30915, 0.29781, -1.43162]], "mulliken_charge": [-0.4976, -0.5061, -0.6097, -0.4653, -0.2316, 0.4405, 0.4027, 0.3034, 0.2412, 0.4972, 0.4253], "largest_force_ev_per_a": 6.10, "homo_lumo_gap_ev": 10.02, "de_lowest_kj_mol": 355.0, "lumo_ev": 1.36, "charge": 0, "smiles": "C1=C[C@H]2C[C@@H]12", "energy_ha": -193.94528}


4.
{"formula": "C5H6", "method": "the ωB97M-V functional and the def2-TZVPD basis", "symbols": ["C", "C", "C", "C", "C", "H", "H", "H", "H", "H", "H"], "positions_angstrom": [[2.25763, -0.07003, -0.51696], [0.91345, 0.10082, -0.14586], [0.04769, 1.15365, -0.00338], [-0.31895, -0.83495, 0.12790], [-1.14299, 0.40527, 0.49578], [2.43147, -1.03544, -1.01655], [0.04246, 2.07546, -0.55644], [-0.68666, -1.32545, -0.78442], [-0.12767, -1.54307, 0.91571], [-2.05842, 0.55454, -0.07745], [-1.35800, 0.51920, 1.56168]], "mulliken_charge": [-0.4721, 0.2057, -0.3476, -0.4604, -0.4193, 0.1875, 0.3169, 0.2430, 0.2813, 0.2334, 0.2316], "largest_force_ev_per_a": 1.26, "homo_lumo_gap_ev": [7.31, 7.69], "de_lowest_kj_mol": 434.2, "lumo_ev": [-0.76, -0.81], "charge": 0, "energy_ha": -193.91510}


5.
{"formula": "C5H6", "method": "the ωB97M-V functional and the def2-TZVPD basis", "symbols": ["C", "C", "C", "C", "C", "H", "H", "H", "H", "H", "H"], "positions_angstrom": [[2.50403, -0.12334, -0.12932], [1.34374, 0.19576, -0.19308], [-0.06353, 0.46340, -0.38656], [-0.99235, -0.71975, -0.24756], [-1.07738, 0.40501, 0.73241], [3.52330, -0.43852, -0.10083], [-0.28181, 1.17826, -1.17624], [-1.77164, -0.85182, -0.98985], [-0.51910, -1.63614, 0.09156], [-1.92096, 1.08364, 0.64040], [-0.73534, 0.24015, 1.74895]], "mulliken_charge": [0.3422, -0.7228, -0.2310, -0.5889, -0.5237, 0.3959, 0.3172, 0.2293, 0.2711, 0.2470, 0.2638], "largest_force_ev_per_a": 0.44, "homo_lumo_gap_ev": 10.63, "de_lowest_kj_mol": 167.6, "lumo_ev": 1.21, "charge": 0, "smiles": "C#CC1CC1", "energy_ha": -194.01666}


6.
{"formula": "C5H65GaNO27", "method": "the ωB97M-V functional and the def2-TZVPD basis", "symbols": ["C", "C", "O", "C", "N", "C", "C", "O", "Ga", "H", "H", "H", "H", "H", "H", "H", "H", "H", "H", "H", "H", "H", "H", "H", "O", "H", "H", "O", "H", "H", "O", "H", "H", "O", "H", "H", "O", "H", "H", "O", "H", "H", "O", "H", "H", "O", "H", "H", "O", "H", "H", "O", "H", "H", "O", "H", "H", "O", "H", "H", "O", "H", "H", "O", "H", "H", "O", "H", "H", "O", "H", "H", "O", "H", "H", "O", "H", "H", "O", "H", "H", "O", "H", "H", "O", "H", "H", "O", "H", "H", "O", "H", "H", "O", "H", "H", "O", "H", "H"], "positions_angstrom": [[0.71477, 3.98296, 0.83406], [0.19269, 3.80779, -0.63183], [0.34883, 2.43442, -1.02831], [-1.34890, 4.10059, -0.72171], [-1.97449, 3.57147, 0.48589], [-3.42817, 3.56502, 0.44772], [-4.03934, 2.35296, -0.34083], [-3.63931, 1.12107, 0.23209], [-2.14195, 0.38458, -0.71874], [0.43256, 4.99040, 1.20541], [0.24549, 3.23415, 1.50655], [1.81573, 3.82010, 0.85115], [0.76481, 4.46062, -1.33373], [0.54060, 2.44514, -1.97139], [-1.74832, 3.68627, -1.67736], [-1.47007, 5.21432, -0.71330], [-1.60273, 2.66320, 0.75127], [-3.84583, 4.53898, 0.08994], [-3.76905, 3.45361, 1.51115], [-5.15629, 2.41829, -0.19992], [-3.87860, 2.40784, -1.44707], [-1.82213, 1.20463, -2.06971], [-0.88434, 0.45236, 0.32126], [-2.46912, -1.13119, -1.02243], [3.27251, 2.36582, 2.01985], [3.65523, 2.16124, 1.16221], [2.47000, 1.82265, 2.05356], [-2.63524, -3.20935, -1.50319], [-2.12740, -3.90943, -1.07481], [-3.55196, -3.38159, -1.23280], [-5.40228, -3.81526, -1.54857], [-5.89025, -4.65030, -1.52252], [-6.04080, -3.18011, -1.88429], [2.18956, -0.40068, 2.24156], [1.42685, -0.98634, 2.23394], [2.88351, -0.91817, 1.82159], [-0.15032, -2.41864, 1.49391], [-0.76898, -2.01259, 0.86529], [-0.55203, -2.25447, 2.35346], [-7.34189, -5.45235, -0.46718], [-6.83121, -6.14758, -0.03909], [-8.24833, -5.62785, -0.19772], [5.07921, 0.59434, 3.74867], [4.46832, -0.14826, 3.77916], [4.54816, 1.30840, 3.36852], [1.59577, -2.24614, 0.41110], [1.75396, -1.54890, -0.23527], [0.71778, -2.58132, 0.18518], [1.88560, 3.84784, -3.46790], [2.73811, 3.40802, -3.37475], [2.05102, 4.54764, -4.11321], [4.96990, -1.22452, 0.69712], [5.79477, -0.75724, 0.83758], [5.24705, -2.11693, 0.45824], [-1.91501, -6.26576, -1.27750], [-1.52274, -6.37662, -2.14879], [-2.60401, -6.93487, -1.24418], [1.36753, -4.53407, 2.74284], [1.53364, -3.83603, 2.09862], [0.49463, -4.86478, 2.50693], [7.34802, -2.22592, 0.55678], [7.82533, -2.85988, 0.01193], [7.86846, -2.17588, 1.36614], [4.02066, -1.82435, -2.22597], [4.49417, -2.45689, -2.77311], [4.54376, -1.77430, -1.41403], [3.11940, -5.07996, 5.05875], [2.46639, -4.69957, 4.45342], [3.95192, -4.98816, 4.58930], [0.13908, -2.56575, 4.85930], [0.71793, -3.07991, 4.28585], [0.66058, -2.42857, 5.65864], [4.19737, 4.20064, -1.82533], [4.59813, 3.46409, -1.35385], [3.26259, 4.15555, -1.58108], [-0.94740, -0.01096, -4.43848], [-1.58344, -0.73460, -4.43670], [-0.17498, -0.37562, -4.88286], [-0.52734, -1.13855, 7.24276], [-0.52894, -0.41367, 6.60872], [-1.31989, -1.63857, 7.02440], [-6.17598, 2.32830, 2.84694], [-5.59885, 1.78934, 2.28471], [-5.65896, 2.46244, 3.64528], [1.71113, 0.75560, -3.27071], [2.11302, 0.02041, -2.79536], [0.77617, 0.71141, -3.02417], [-7.14168, 2.31493, -1.88396], [-6.87955, 3.13674, -2.30885], [-7.36850, 2.57937, -0.98719], [4.89845, -4.52772, -0.09162], [5.24786, -5.29955, 0.36303], [3.96728, -4.50711, 0.16055], [-2.21024, 3.07519, -4.80519], [-1.40241, 3.57547, -4.95286], [-1.91464, 2.15409, -4.79400], [1.66337, 6.51947, -4.57495], [2.00676, 7.30236, -5.01443], [1.43750, 6.82471, -3.68951]], "mulliken_charge": [-1.3844, 0.3044, -0.1712, -0.5159, -0.2608, -0.5315, 0.0384, -0.6122, 0.5227, 0.3767, 0.2347, 0.3514, 0.3121, 0.0336, 0.2131, 0.4228, -0.0482, 0.3504, 0.2067, -0.1013, 0.1455, -0.2180, -0.2025, -0.3139, -0.6510, 0.2921, 0.2628, -0.4852, 0.2481, 0.3669, -0.5856, 0.3064, 0.2605, -0.3985, 0.3067, 0.1754, -0.5576, 0.0491, 0.2318, -0.6187, 0.3026, 0.2937, -0.6516, 0.3004, 0.3868, -0.2842, 0.1262, 0.2953, -0.4782, 0.2741, 0.2414, -0.6711, 0.2840, 0.3460, -0.5979, 0.3143, 0.2909, -0.6639, 0.3371, 0.2838, -0.5516, 0.2692, 0.2744, -0.5910, 0.2883, 0.3718, -0.6465, 0.3440, 0.2814, -0.5901, 0.2923, 0.3536, -0.6814, 0.3035, 0.3681, -0.5292, 0.2811, 0.2759, -0.6665, 0.3342, 0.3206, -0.6692, 0.3475, 0.2990, -0.5906, 0.2994, 0.1978, -0.6515, 0.3148, 0.3146, -0.5986, 0.2806, 0.3179, -0.6382, 0.2880, 0.3218, -0.6174, 0.2827, 0.3141], "largest_force_ev_per_a": 4.38, "homo_lumo_gap_ev": 5.53, "lumo_ev": 1.46, "charge": -1, "energy_ha": -4240.42934}


7.
{"formula": "C5H6AuO3", "method": "the ωB97M-V functional and the def2-TZVPD basis", "symbols": ["O", "C", "O", "O", "C", "C", "C", "C", "Au", "H", "H", "H", "H", "H", "H"], "positions_angstrom": [[0.39333, 1.99885, -0.92923], [-0.46263, 1.41516, -0.33804], [-1.47863, 1.70551, 0.34444], [-0.39649, -0.15568, -0.11636], [0.69210, -0.92408, -0.61601], [1.83475, -1.00748, 0.38626], [3.02279, -1.73478, -0.20596], [3.69994, -2.68539, 0.39884], [-1.80901, -0.09417, 0.86623], [1.01007, -0.41223, -1.53492], [0.33078, -1.92633, -0.88052], [1.50085, -1.52288, 1.29708], [2.13344, 0.01581, 0.66331], [3.30118, -1.44402, -1.22830], [3.76143, -3.10891, 1.40244]], "mulliken_charge": [-0.3276, 0.7968, -0.3632, -0.1175, -0.5155, -0.2380, 0.1279, -0.2778, 0.6205, 0.3711, 0.4162, 0.3937, 0.3601, 0.4023, 0.3510], "largest_force_ev_per_a": 14.85, "homo_lumo_gap_ev": [9.04, 6.82], "spin_multiplicity": 4, "de_lowest_kj_mol": 0.0, "lumo_ev": [-9.89, -13.17], "charge": 2, "energy_ha": -554.44618}